(1)
{
  "formula": "CHN3O4S",
  "method": "the ωB97M-V functional and the def2-TZVPD basis",
  "orbital_gap_ev": 9.592,
  "mol_weight_g_mol": 151.10,
  "relative_energy_ev": 1.502,
  "symbols": ["C", "N", "N", "N", "O", "O", "O", "O", "S", "H"],
  "positions_angstrom": [[-2.8179, 0.6414, 0.0381], [-3.7701, 1.2750, 0.1075], [-1.7046, -0.0461, -0.1403], [2.6321, -0.6416, 0.1332], [2.6576, 0.0962, 1.0340], [3.1972, -1.5947, -0.2134], [-0.5318, 0.4430, 0.5167], [1.4439, -0.1743, -0.9484], [0.6553, 1.0576, -0.4474], [-1.7616, -1.0566, -0.0799]]
}

---

(2)
{
  "formula": "CHN4",
  "method": "the ωB97M-V functional and the def2-TZVPD basis",
  "orbital_gap_ev": 8.128,
  "total_charge": -1,
  "mol_weight_g_mol": 69.05,
  "relative_energy_ev": 3.462,
  "symbols": ["C", "N", "N", "N", "N", "H"],
  "positions_angstrom": [[0.9923, 0.2277, 0.0397], [-1.3236, -0.1403, -0.2258], [-1.9620, -0.8089, 0.4534], [-0.4335, 0.3021, -0.8529], [1.5820, 1.2478, 0.2964], [1.1448, -0.8284, 0.2891]]
}

---

(3)
{
  "formula": "CHN4",
  "method": "the ωB97M-V functional and the def2-TZVPD basis",
  "orbital_gap_ev": [7.162, 6.975],
  "total_charge": -1,
  "mol_weight_g_mol": 69.05,
  "relative_energy_ev": 7.549,
  "symbols": ["C", "N", "N", "N", "N", "H"],
  "positions_angstrom": [[-0.4643, 0.1786, -0.0525], [-2.5471, -1.0379, -0.3182], [-1.1149, 1.3410, -0.2050], [-1.6355, -0.4685, 0.3999], [-2.3099, 0.7970, 0.1757], [0.5864, -0.0604, 0.0006]]
}

---

(4)
{
  "formula": "CHN4O2",
  "method": "the ωB97M-V functional and the def2-TZVPD basis",
  "smiles": "[H]/N=N/N=N\\C(=O)[O-]",
  "orbital_gap_ev": 8.208,
  "total_charge": -1,
  "mol_weight_g_mol": 101.05,
  "relative_energy_ev": 3.687,
  "symbols": ["H", "N", "N", "N", "N", "C", "O", "O"],
  "positions_angstrom": [[-2.7667, -1.3709, -0.6207], [-2.4585, -0.4532, -0.2935], [-1.2008, -0.5414, -0.0080], [-0.3446, -0.1196, 0.7050], [0.7902, 0.1612, 1.0238], [1.7962, 0.6796, -0.0659], [2.0985, 1.8368, 0.1174], [2.0858, -0.1925, -0.8581]]
}

---

(5)
{
  "formula": "CHN6O2",
  "method": "the ωB97M-V functional and the def2-TZVPD basis",
  "orbital_gap_ev": [8.552, 8.555],
  "total_charge": -1,
  "mol_weight_g_mol": 129.06,
  "relative_energy_ev": 3.195,
  "symbols": ["C", "N", "N", "N", "N", "N", "N", "O", "O", "H"],
  "positions_angstrom": [[-0.1672, 0.8932, 0.2425], [-1.1707, 2.4291, -0.5625], [-1.3111, 1.1173, -0.4088], [0.6785, 1.8760, 0.4266], [-0.0069, 2.8663, -0.1008], [-0.2491, -1.3779, 0.6762], [0.7919, -1.9840, 0.0735], [1.8086, -2.1524, 0.7179], [0.5343, -2.5082, -1.0036], [-0.9084, -1.1595, -0.0609]]
}

---

(6)
{
  "formula": "CHNO",
  "method": "the ωB97M-V functional and the def2-TZVPD basis",
  "orbital_gap_ev": [6.704, 6.653],
  "mol_weight_g_mol": 43.03,
  "relative_energy_ev": 7.949,
  "symbols": ["C", "N", "O", "H"],
  "positions_angstrom": [[-0.1250, 1.0685, -0.1513], [-0.3984, 2.0120, -0.6506], [0.1798, -1.3970, 0.8974], [0.3436, -1.6835, -0.0955]]
}

---

(7)
{
  "formula": "CHNO2S",
  "method": "the ωB97M-V functional and the def2-TZVPD basis",
  "smiles": "O=C1SN1O",
  "orbital_gap_ev": 9.528,
  "mol_weight_g_mol": 91.09,
  "relative_energy_ev": 2.122,
  "symbols": ["O", "C", "S", "N", "O", "H"],
  "positions_angstrom": [[1.1215, -1.5632, -0.2658], [0.9340, -0.4539, 0.0015], [1.1994, 1.2252, -0.2202], [-0.0852, 0.1992, 0.5844], [-1.2585, -0.0502, -0.1445], [-1.9113, 0.6430, 0.0447]]
}

---

(8)
{
  "formula": "CHNO3S",
  "method": "the ωB97M-V functional and the def2-TZVPD basis",
  "orbital_gap_ev": 10.090,
  "mol_weight_g_mol": 107.09,
  "relative_energy_ev": 0.404,
  "symbols": ["C", "N", "O", "O", "O", "S", "H"],
  "positions_angstrom": [[-0.7087, 1.6858, -0.3843], [0.1346, 1.9890, 0.3839], [-1.5368, 1.1102, -0.9261], [1.8204, 0.4835, -0.9831], [2.3646, -0.4028, 1.1909], [2.5101, 0.6871, 0.2620], [0.6321, 2.8334, 0.4512]]
}

---

(9)
{
  "formula": "CHNO3S",
  "method": "the ωB97M-V functional and the def2-TZVPD basis",
  "orbital_gap_ev": 10.438,
  "mol_weight_g_mol": 107.09,
  "relative_energy_ev": 3.541,
  "symbols": ["C", "N", "O", "O", "O", "S", "H"],
  "positions_angstrom": [[1.8116, -0.3019, 0.1656], [0.8359, -0.8771, -0.1498], [-0.3181, -1.2582, -0.1279], [-1.4264, 0.8030, 1.1330], [-1.6376, 1.0335, -1.2287], [-2.0241, 0.2769, -0.0684], [2.7585, 0.3237, 0.2762]]
}

---

(10)
{
  "formula": "CHNO4S",
  "method": "the ωB97M-V functional and the def2-TZVPD basis",
  "orbital_gap_ev": [8.513, 8.510],
  "mol_weight_g_mol": 123.09,
  "relative_energy_ev": 6.377,
  "symbols": ["C", "N", "O", "O", "O", "O", "S", "H"],
  "positions_angstrom": [[-0.8750, -0.0822, -0.2954], [0.3451, 1.5698, 0.2307], [-0.2766, 2.2576, 0.9216], [1.3625, 1.6104, -0.3375], [-0.4453, -2.7365, -0.1133], [1.2405, -1.0339, 0.9225], [0.0746, -1.3670, -0.0074], [-1.4257, -0.2181, -1.3213]]
}

---

(11)
{
  "formula": "CHNOS2",
  "method": "the ωB97M-V functional and the def2-TZVPD basis",
  "orbital_gap_ev": [7.096, 6.543],
  "mol_weight_g_mol": 107.16,
  "relative_energy_ev": 2.553,
  "symbols": ["C", "N", "O", "S", "S", "H"],
  "positions_angstrom": [[0.6334, 0.0433, -0.0151], [0.0928, 1.1799, 0.1591], [0.2046, -1.2360, -0.0877], [-1.2745, 1.8899, -0.0459], [-1.2980, -1.7458, 0.0279], [1.6416, -0.1313, -0.0384]]
}

---

(12)
{
  "formula": "CHNS4",
  "method": "the ωB97M-V functional and the def2-TZVPD basis",
  "orbital_gap_ev": [7.157, 7.155],
  "mol_weight_g_mol": 155.29,
  "relative_energy_ev": 0.792,
  "symbols": ["C", "N", "S", "S", "S", "S", "H"],
  "positions_angstrom": [[-1.2170, 0.6003, -0.5673], [-2.0546, 1.3723, -0.6760], [0.3295, -1.0960, -3.7464], [-2.7695, -0.5177, -4.6226], [-1.4124, -1.8129, -4.1684], [-0.0729, -0.6343, -0.4211], [0.5402, -0.0513, 0.6166]]
}

---

(13)
{
  "formula": "CHO3S",
  "method": "the ωB97M-V functional and the def2-TZVPD basis",
  "smiles": "O=COS[O-]",
  "orbital_gap_ev": 6.466,
  "total_charge": -1,
  "mol_weight_g_mol": 93.08,
  "relative_energy_ev": 1.091,
  "symbols": ["O", "C", "O", "S", "O", "H"],
  "positions_angstrom": [[-1.6108, 1.1913, 0.8741], [-0.7393, 0.4429, 0.4755], [-0.1209, 0.6253, -0.6456], [1.4316, -0.2472, -1.2300], [1.3970, -1.6153, -0.5708], [-0.3576, -0.3970, 1.0968]]
}

---

(14)
{
  "formula": "CHO4PS",
  "method": "the ωB97M-V functional and the def2-TZVPD basis",
  "smiles": "O=P([O-])([O-])OC=S",
  "orbital_gap_ev": 5.881,
  "total_charge": -2,
  "mol_weight_g_mol": 140.06,
  "relative_energy_ev": 0.094,
  "symbols": ["O", "P", "O", "O", "O", "C", "S", "H"],
  "positions_angstrom": [[1.6894, -1.0327, -1.6021], [1.2062, -0.2548, -0.4053], [0.9799, 1.2316, -0.5764], [1.7133, -0.7592, 0.9201], [-0.6190, -0.6731, -0.1496], [-1.2521, 0.2747, 0.3761], [-2.7683, -0.0454, 1.0005], [-0.9494, 1.2590, 0.4366]]
}

---

(15)
{
  "formula": "CHO5P",
  "method": "the ωB97M-V functional and the def2-TZVPD basis",
  "smiles": "O=COP(=O)([O-])[O-]",
  "orbital_gap_ev": 6.655,
  "total_charge": -2,
  "mol_weight_g_mol": 123.99,
  "relative_energy_ev": 1.068,
  "symbols": ["O", "C", "O", "P", "O", "O", "O", "H"],
  "positions_angstrom": [[-0.9015, -1.9559, -0.1570], [-0.4552, -1.0546, 0.4940], [0.9873, -0.6531, 0.4501], [0.7877, 0.6794, 1.7671], [2.1754, 1.2425, 1.8947], [0.2092, -0.1866, 2.8578], [-0.1539, 1.5384, 0.8817], [-1.0625, -0.5513, 1.2793]]
}

---

(16)
{
  "formula": "CLiNaO2",
  "method": "the ωB97M-V functional and the def2-TZVPD basis",
  "orbital_gap_ev": [5.126, 5.127],
  "mol_weight_g_mol": 73.94,
  "relative_energy_ev": 0.000,
  "symbols": ["O", "C", "O", "Li", "Na"],
  "positions_angstrom": [[1.1446, -0.5444, -0.0111], [0.6271, 0.5225, 0.4998], [-0.5542, 0.8023, -0.0275], [-1.3107, -0.6517, 1.4776], [0.0932, -0.1287, -1.9387]]
}

---

(17)
{
  "formula": "CN2O3S",
  "method": "the ωB97M-V functional and the def2-TZVPD basis",
  "orbital_gap_ev": [7.223, 6.609],
  "mol_weight_g_mol": 120.09,
  "relative_energy_ev": 3.699,
  "symbols": ["C", "N", "N", "O", "O", "O", "S"],
  "positions_angstrom": [[-0.8014, -0.2098, -0.1715], [0.9273, -1.7157, -0.7081], [-0.0469, 0.9427, 0.1691], [1.6614, -1.3439, 0.0814], [-0.0519, 1.8528, -0.6479], [0.6401, 0.8987, 1.1432], [-2.3286, -0.4247, 0.1338]]
}

---

(18)
{
  "formula": "CN2O3S",
  "method": "the ωB97M-V functional and the def2-TZVPD basis",
  "spin_multiplicity": 3,
  "orbital_gap_ev": [9.871, 9.580],
  "mol_weight_g_mol": 120.09,
  "relative_energy_ev": 1.077,
  "symbols": ["C", "N", "N", "O", "O", "O", "S"],
  "positions_angstrom": [[-1.0835, 0.1433, -1.4929], [-0.7139, 0.0118, -2.5679], [2.2816, 0.4091, 1.8067], [1.3303, 1.0349, 1.3871], [3.0332, -0.3702, 1.3532], [-2.8409, -1.1921, -0.4187], [-2.0067, -0.0368, -0.0675]]
}

---

(19)
{
  "formula": "CN2O5S2",
  "method": "the ωB97M-V functional and the def2-TZVPD basis",
  "orbital_gap_ev": 9.187,
  "mol_weight_g_mol": 184.15,
  "relative_energy_ev": 0.000,
  "symbols": ["C", "N", "N", "O", "O", "O", "O", "O", "S", "S"],
  "positions_angstrom": [[-0.0040, -0.9236, -0.4908], [-1.1309, -1.0454, -0.1660], [-3.4521, 0.4302, 0.8266], [1.2111, 1.2489, 0.0599], [-3.5516, 1.5352, 0.3950], [2.8168, -0.4117, 0.9238], [3.2362, 0.5452, -1.2951], [1.0910, -0.9117, -0.9208], [-2.5667, -0.8054, 0.8427], [2.3503, 0.3383, -0.1754]]
}

---

(20)
{
  "formula": "CN2O6",
  "method": "the ωB97M-V functional and the def2-TZVPD basis",
  "orbital_gap_ev": [8.314, 9.006],
  "mol_weight_g_mol": 136.02,
  "relative_energy_ev": 1.009,
  "symbols": ["C", "N", "N", "O", "O", "O", "O", "O", "O"],
  "positions_angstrom": [[2.6581, -0.0807, -0.5146], [-1.1155, 1.0253, -0.3411], [-1.5878, -1.0136, 0.8056], [3.3887, -0.2621, 0.3569], [-0.4311, 0.7273, 0.6031], [2.0016, 0.2645, -1.4059], [-1.2232, 1.8840, -1.0901], [-1.2904, -1.8304, 1.6005], [-2.4004, -0.7142, -0.0142]]
}